Entry from the Open Molecules 2025 dataset: a structure of composition C5H8N2O in a non-equilibrium geometry (ωB97M-V with the def2-TZVPD basis set).

Element x y z (Å)
1 C 2.524 -0.934 -0.058
2 C -0.144 1.619 0.150
3 C -0.934 0.507 -0.146
4 C -1.574 -1.297 -0.129
5 C -0.102 -0.720 0.415
6 H 2.565 -1.771 -0.784
7 H 3.150 -0.138 -0.287
8 H 2.302 -1.445 1.034
9 H -0.434 2.858 -0.098
10 H -0.682 0.891 -1.198
11 H -2.415 -2.046 0.288
12 H -1.284 -1.494 -1.311
13 H 0.090 -0.728 1.472
14 N 1.152 -0.101 -0.187
15 N 1.169 1.309 0.045
16 O -2.271 0.046 0.060

## Properties
Multiplicity: 1
E_LUMO: 0.9 eV

---

Entry from the Open Molecules 2025 dataset: the molecule C4H9N in a non-equilibrium geometry (ωB97M-V with the def2-TZVPD basis set).

Element x y z (Å)
1 C 0.956 -1.488 -0.350
2 C -0.413 -0.777 -0.290
3 C -0.308 0.682 0.126
4 C -0.747 0.974 1.351
5 N -0.072 1.667 -0.833
6 H 1.648 -0.914 0.271
7 H 0.930 -2.478 0.111
8 H 1.353 -1.642 -1.349
9 H -0.993 -0.980 -1.199
10 H -1.045 -1.278 0.442
11 H -0.962 0.326 2.186
12 H -0.918 2.014 1.650
13 H 0.334 1.364 -1.696
14 H 0.238 2.530 -0.421

## Properties
Multiplicity: 1
SMILES string: C=C(N)CC
E_LUMO: 1.1 eV

---

Entry from the Open Molecules 2025 dataset: a structure of composition C30H29AsF2N7S2Sn (ωB97M-V with the def2-TZVPD basis set).

Element x y z (Å)
1 Sn -3.659 -0.741 0.954
2 C -1.225 -3.187 -0.961
3 N -0.676 -2.584 0.246
4 C 0.753 -2.765 0.400
5 C 1.542 -1.940 -0.579
6 N 1.384 -0.669 -0.816
7 C 2.331 -0.367 -1.788
8 C 2.589 0.838 -2.437
9 C 3.576 0.852 -3.404
10 C 4.298 -0.305 -3.730
11 C 4.057 -1.508 -3.091
12 C 3.068 -1.511 -2.116
13 N 2.560 -2.501 -1.303
14 C -0.938 -2.303 -2.137
15 N -0.153 -2.585 -3.142
16 C -0.095 -1.409 -3.879
17 C 0.629 -1.103 -5.029
18 C 0.545 0.183 -5.527
19 C -0.246 1.159 -4.903
20 C -0.976 0.875 -3.764
21 C -0.885 -0.420 -3.269
22 N -1.437 -1.038 -2.173
23 H -0.812 -4.182 -1.175
24 H -2.306 -3.279 -0.832
25 H -1.163 -2.897 1.077
26 H 1.017 -2.462 1.416
27 H 1.065 -3.816 0.279
28 H 2.019 1.727 -2.199
29 H 3.789 1.772 -3.934
30 H 5.055 -0.257 -4.503
31 H 4.612 -2.402 -3.346
32 H 2.706 -3.489 -1.405
33 H 1.253 -1.853 -5.499
34 H 1.110 0.450 -6.412
35 H -0.280 2.158 -5.320
36 H -1.580 1.628 -3.275
37 H -1.977 -0.624 -1.423
38 S -5.430 -2.392 1.903
39 C -4.868 -2.506 3.547
40 C -5.827 -3.006 4.490
41 N -6.605 -3.429 5.226
42 C -3.616 -2.200 3.967
43 S -2.329 -1.612 2.936
44 C -3.251 -2.387 5.338
45 N -2.921 -2.531 6.431
46 F -4.589 2.105 1.325
47 C -4.654 0.935 2.087
48 F -4.084 1.258 3.303
49 H -5.717 0.764 2.286
50 C -1.489 3.082 2.501
51 As -1.254 1.493 1.389
52 C -0.436 2.345 -0.172
53 C 0.361 0.731 2.253
54 C 1.500 1.677 2.427
55 C 2.457 1.838 1.425
56 C 3.500 2.741 1.572
57 C 3.610 3.502 2.728
58 C 2.671 3.345 3.738
59 C 1.629 2.441 3.588
60 H -0.580 3.681 2.533
61 H -1.771 2.767 3.506
62 H -2.310 3.669 2.092
63 H 0.384 3.009 0.104
64 H -1.202 2.916 -0.697
65 H -0.066 1.549 -0.821
66 H 0.638 -0.103 1.607
67 H 0.012 0.335 3.207
68 H 2.378 1.240 0.525
69 H 4.231 2.846 0.780
70 H 4.425 4.206 2.844
71 H 2.750 3.926 4.648
72 H 0.903 2.319 4.383

## Properties
Multiplicity: 1
E_LUMO: 2.3 eV
Total charge: -1

---

Entry from the Open Molecules 2025 dataset: the ion C5H11N with charge +1 in a non-equilibrium geometry (ωB97M-V with the def2-TZVPD basis set).

Element x y z (Å)
1 C -0.347 -1.648 -2.199
2 C 0.546 -1.489 -0.984
3 C -0.183 -1.026 0.299
4 C -0.202 0.442 0.364
5 C 0.250 1.255 1.391
6 N -0.046 2.534 1.396
7 H -1.082 -2.383 -1.864
8 H 0.103 -2.153 -3.045
9 H -0.945 -0.763 -2.395
10 H 1.175 -2.325 -0.706
11 H 1.356 -0.754 -1.128
12 H -1.223 -1.349 0.383
13 H 0.264 -1.471 1.191
14 H -0.683 0.879 -0.511
15 H 0.880 0.862 2.178
16 H -0.216 2.905 0.488
17 H 0.289 3.092 2.167

## Properties
Multiplicity: 2
E_LUMO (spin up / spin down): -3.7 / -7.0 eV
Total charge: +1

---

Entry from the Open Molecules 2025 dataset: the molecule C3H2FP in a non-equilibrium geometry (ωB97M-V with the def2-TZVPD basis set).

Element x y z (Å)
1 C -0.369 1.182 0.375
2 C 1.471 0.072 -0.278
3 C -1.234 0.653 -0.466
4 F 2.508 -0.373 0.403
5 P -0.049 -0.724 -0.139
6 H -2.143 0.742 -0.870
7 H -0.183 -1.553 0.974

## Properties
Multiplicity: 1
E_LUMO: -0.2 eV

---

Entry from the Open Molecules 2025 dataset: the molecule C6H12N2O in a non-equilibrium geometry (ωB97M-V with the def2-TZVPD basis set).

Element x y z (Å)
1 C 1.147 -0.787 2.219
2 C 0.777 0.660 1.892
3 C -0.625 1.231 -0.204
4 C 0.253 0.428 -1.182
5 C -0.042 0.235 -2.610
6 C -1.403 -1.322 -1.275
7 H 1.934 -0.881 3.015
8 H 0.188 -1.287 2.553
9 H 1.452 -1.411 1.404
10 H 0.676 1.182 2.819
11 H 1.576 1.152 1.334
12 H -0.577 -0.331 0.932
13 H -0.319 2.235 -0.171
14 H -1.696 1.104 -0.457
15 H 1.345 0.431 -1.048
16 H 0.693 0.034 -3.415
17 H -0.972 0.583 -3.029
18 H -2.051 -1.527 -2.105
19 N -0.493 0.643 1.128
20 N -0.162 -0.890 -1.695
21 O -1.699 -1.484 -0.103

## Properties
Multiplicity: 1
SMILES string: CCNC[C@@H]1CN1C=O
E_LUMO: 0.9 eV

---

Entry from the Open Molecules 2025 dataset: the molecule C17H29NO4 (ωB97M-V with the def2-TZVPD basis set).

Element x y z (Å)
1 C -3.683 -0.813 -1.615
2 H -4.610 -1.069 -2.124
3 H -3.214 0.000 -2.163
4 H -3.021 -1.675 -1.649
5 C -3.976 -0.410 -0.169
6 C -4.718 -1.555 0.530
7 H -4.939 -1.296 1.563
8 H -4.135 -2.470 0.522
9 H -5.659 -1.754 0.021
10 C -4.887 0.822 -0.160
11 H -5.855 0.568 -0.585
12 H -4.464 1.631 -0.749
13 H -5.045 1.177 0.857
14 C -2.665 -0.108 0.607
15 C -1.671 -1.222 0.487
16 C -0.361 -1.027 0.331
17 O 0.251 0.197 0.330
18 C -0.574 1.267 0.768
19 O 0.002 2.458 0.366
20 C 1.256 2.775 0.966
21 C 2.157 3.394 -0.098
22 H 1.570 4.144 -0.630
23 H 2.997 3.894 0.387
24 C 2.665 2.348 -1.092
25 H 1.865 1.631 -1.283
26 C 3.899 1.596 -0.603
27 H 4.327 1.023 -1.439
28 O 3.558 0.714 0.451
29 H 4.366 0.332 0.809
30 H 4.656 2.315 -0.260
31 H 2.928 2.832 -2.034
32 H 1.722 1.873 1.369
33 H 1.080 3.489 1.784
34 C -1.973 1.184 0.162
35 H -2.521 2.071 0.475
36 H -1.853 1.208 -0.921
37 H -0.635 1.208 1.876
38 C 0.562 -2.188 0.166
39 O 0.145 -3.332 0.082
40 N 1.869 -1.861 0.118
41 C 2.880 -2.850 -0.023
42 C 4.175 -2.502 -0.689
43 C 4.137 -2.756 0.792
44 H 4.572 -3.667 1.170
45 H 4.239 -1.914 1.460
46 H 4.640 -3.237 -1.327
47 H 4.305 -1.486 -1.029
48 H 2.439 -3.823 -0.194
49 H 2.146 -0.890 0.210
50 H -2.008 -2.244 0.511
51 H -2.942 -0.002 1.665

## Properties
Multiplicity: 1
SMILES string: CC(C)(C)[C@H]1C=C(C(=O)NC2CC2)O[C@@H](OCCCCO)C1
E_LUMO: 0.6 eV

---

Entry from the Open Molecules 2025 dataset: a structure of composition C30H39AuN6O9P in a non-equilibrium geometry (ωB97M-V with the def2-TZVPD basis set).

Element x y z (Å)
1 Au 1.307 -0.115 -2.216
2 O 4.566 -0.158 -4.811
3 C 3.894 -0.383 -3.819
4 O 2.608 -0.414 -3.846
5 C 4.632 -0.706 -2.525
6 C 6.004 -0.805 -2.654
7 C 6.813 -1.190 -1.596
8 C 6.266 -1.489 -0.363
9 C 4.909 -1.351 -0.218
10 C 4.017 -0.974 -1.267
11 O 2.756 -0.990 -1.020
12 N 4.382 -1.651 1.109
13 O 3.576 -0.884 1.595
14 O 4.783 -2.660 1.661
15 N 8.249 -1.304 -1.775
16 O 8.714 -1.061 -2.872
17 O 8.918 -1.642 -0.812
18 H 6.429 -0.595 -3.626
19 H 6.882 -1.816 0.462
20 C -1.585 2.413 -2.778
21 C -1.176 0.970 -2.486
22 O -0.101 0.720 -3.349
23 C -2.210 -0.071 -2.845
24 C -3.440 0.234 -3.408
25 C -4.330 -0.748 -3.811
26 C -3.992 -2.103 -3.677
27 C -2.778 -2.456 -3.159
28 C -1.834 -1.467 -2.704
29 O -0.743 -1.825 -2.196
30 H -0.716 3.025 -2.542
31 H -2.432 2.779 -2.194
32 H -1.803 2.528 -3.838
33 H -3.721 1.273 -3.534
34 H -5.283 -0.468 -4.239
35 H -4.692 -2.865 -3.996
36 H -2.478 -3.490 -3.051
37 N -0.679 0.842 -1.127
38 P -1.083 0.436 0.321
39 N -2.710 0.584 0.683
40 C -3.256 0.246 1.992
41 C -3.698 1.486 2.761
42 C -4.695 2.302 1.945
43 C -4.110 2.615 0.572
44 C -3.660 1.333 -0.121
45 N -0.164 1.426 1.292
46 C -0.105 1.293 2.742
47 C 1.332 1.439 3.254
48 C 2.094 2.498 2.443
49 C 1.114 3.471 1.806
50 C 0.248 2.740 0.782
51 N -0.779 -1.067 0.963
52 C -1.694 -2.197 0.789
53 C -1.608 -3.112 2.005
54 C -0.177 -3.604 2.204
55 C 0.783 -2.421 2.268
56 C 0.606 -1.537 1.042
57 H -2.520 -0.322 2.558
58 H -4.126 -0.411 1.840
59 H -2.817 2.098 2.975
60 H -4.130 1.188 3.720
61 H -4.973 3.217 2.472
62 H -5.613 1.718 1.813
63 H -3.246 3.279 0.679
64 H -4.844 3.129 -0.053
65 H -3.218 1.551 -1.082
66 H -4.534 0.694 -0.313
67 H -0.505 0.320 3.023
68 H -0.745 2.051 3.214
69 H 1.850 0.483 3.191
70 H 1.295 1.716 4.312
71 H 2.670 2.013 1.655
72 H 2.810 3.023 3.078
73 H 1.637 4.281 1.294
74 H 0.496 3.938 2.579
75 H 0.814 2.586 -0.137
76 H -0.627 3.353 0.521
77 H -1.413 -2.754 -0.111
78 H -2.709 -1.833 0.640
79 H -2.293 -3.953 1.874
80 H -1.932 -2.562 2.896
81 H 0.099 -4.233 1.351
82 H -0.099 -4.225 3.099
83 H 1.820 -2.755 2.328
84 H 0.579 -1.830 3.168
85 H 0.842 -2.110 0.139
86 H 1.283 -0.686 1.062

## Properties
Multiplicity: 1
E_LUMO (spin up / spin down): 0.5 / 0.5 eV
Total charge: -1

---

Entry from the Open Molecules 2025 dataset: a structure of composition C4H2O2Yb in a non-equilibrium geometry (ωB97M-V with the def2-TZVPD basis set).

Element x y z (Å)
1 H -0.082 -2.133 -0.625
2 C 0.107 -1.113 -0.284
3 C -0.843 -0.155 -0.202
4 O 1.398 -0.967 0.072
5 O 1.704 0.348 0.542
6 Yb 3.513 0.581 -0.810
7 C -1.950 1.030 0.542
8 C -1.555 0.925 -0.698
9 H -2.293 1.483 1.462

## Properties
Multiplicity: 2
E_LUMO (spin up / spin down): -6.3 / -6.4 eV
Total charge: +1

---

Entry from the Open Molecules 2025 dataset: the molecule C5H7PS in a non-equilibrium geometry (ωB97M-V with the def2-TZVPD basis set).

Element x y z (Å)
1 C 0.583 -0.644 1.547
2 C 0.275 -1.913 0.963
3 C 0.863 0.308 0.587
4 C 0.223 -1.713 -0.333
5 C 0.481 -0.308 -0.731
6 P -0.765 2.497 -1.220
7 S -1.223 0.461 -1.321
8 H 0.606 -0.407 2.693
9 H -0.079 -2.739 1.489
10 H 1.031 1.346 0.816
11 H 0.022 -2.432 -1.197
12 H 1.063 -0.067 -1.540
13 H -1.834 3.093 -1.838
14 H -1.246 2.519 0.085

## Properties
Multiplicity: 1
SMILES string: PSC1C=CC=C1
E_LUMO: 0.1 eV

---

Entry from the Open Molecules 2025 dataset: a cluster of 3 separate species, C2H10N2O3 in total in a non-equilibrium geometry (ωB97M-V with the def2-TZVPD basis set).

Element x y z (Å)
1 C -1.156 -2.208 1.175
2 N -1.592 -1.338 0.026
3 C -1.068 0.022 -0.224
4 N -1.024 0.347 -1.657
5 O -0.734 0.687 0.672
6 H -1.218 -1.749 2.220
7 H -0.161 -2.625 1.122
8 H -1.832 -2.959 1.038
9 H -2.585 -1.393 -0.275
10 H -0.654 -0.443 -2.261
11 H -0.633 1.254 -1.772
12 H 1.403 3.485 -0.113
13 H 1.279 2.120 0.219
14 O 1.970 2.788 0.345
15 H 1.722 -0.517 -0.020
16 H 3.216 -0.849 0.372
17 O 2.654 -0.509 -0.369

## Properties
Multiplicity: 1
SMILES string: CNC(N)=O.O.O
E_LUMO: 0.6 eV

---

Entry from the Open Molecules 2025 dataset: a structure of composition C39H42N3O6PW in a non-equilibrium geometry (ωB97M-V with the def2-TZVPD basis set).

Element x y z (Å)
1 W -0.637 -0.387 -0.152
2 O -2.614 -4.088 -0.557
3 C -2.385 -2.938 -0.865
4 O -1.490 -2.213 -0.225
5 C -3.210 -2.273 -1.959
6 C -4.092 -1.110 -1.434
7 C -5.313 -0.971 -2.349
8 C -4.651 -0.396 -3.632
9 C -3.195 -0.217 -3.170
10 O -3.331 0.060 -1.771
11 C -2.477 -1.579 -3.157
12 C -0.969 -1.371 -3.092
13 O -0.267 -1.852 -3.950
14 O -0.504 -0.539 -2.174
15 H -3.841 -3.068 -2.339
16 H -4.290 -1.122 -0.371
17 H -6.018 -0.261 -1.919
18 H -5.829 -1.917 -2.510
19 H -5.089 0.560 -3.915
20 H -4.722 -1.068 -4.488
21 H -2.640 0.583 -3.651
22 H -2.651 -2.135 -4.074
23 O -2.790 0.654 0.744
24 C -1.787 1.237 0.337
25 C -1.662 2.692 0.184
26 C -2.700 3.592 0.376
27 C -2.467 4.939 0.157
28 C -1.213 5.375 -0.251
29 C -0.176 4.474 -0.436
30 C -0.403 3.122 -0.212
31 P 0.782 1.735 -0.292
32 C 1.899 2.110 -1.674
33 C 1.789 1.382 -2.857
34 C 2.607 1.692 -3.939
35 C 3.529 2.722 -3.846
36 C 3.647 3.447 -2.664
37 C 2.840 3.140 -1.581
38 C 1.814 2.031 1.191
39 C 3.147 1.624 1.241
40 C 3.878 1.746 2.414
41 C 3.289 2.280 3.553
42 C 1.968 2.701 3.510
43 C 1.235 2.577 2.337
44 H -3.675 3.223 0.675
45 H -3.266 5.659 0.292
46 H -1.044 6.431 -0.430
47 H 0.794 4.831 -0.762
48 H 1.079 0.568 -2.925
49 H 2.520 1.112 -4.851
50 H 4.166 2.958 -4.691
51 H 4.375 4.246 -2.584
52 H 2.960 3.689 -0.653
53 H 3.624 1.222 0.355
54 H 4.913 1.426 2.435
55 H 3.863 2.378 4.467
56 H 1.506 3.133 4.389
57 H 0.207 2.919 2.311
58 C 1.420 -1.190 -0.010
59 C 1.899 -2.062 -1.138
60 C 1.324 -3.308 -1.402
61 C 1.794 -4.114 -2.430
62 C 2.853 -3.695 -3.222
63 C 3.436 -2.462 -2.974
64 C 2.965 -1.660 -1.944
65 H 2.188 -0.461 0.218
66 H 1.333 -1.787 0.895
67 H 0.477 -3.637 -0.818
68 H 1.318 -5.070 -2.620
69 H 3.213 -4.320 -4.032
70 H 4.262 -2.118 -3.587
71 H 3.437 -0.699 -1.758
72 C 0.200 -3.441 2.135
73 N 0.518 -2.339 3.033
74 C 1.620 -2.576 3.951
75 C -0.268 -1.234 3.113
76 N -0.759 -0.641 2.067
77 N -0.505 -0.749 4.379
78 C -0.858 -1.673 5.450
79 C -1.051 0.585 4.542
80 H -0.115 -4.310 2.723
81 H 1.077 -3.721 1.553
82 H -0.600 -3.159 1.452
83 H 2.516 -2.813 3.369
84 H 1.424 -3.421 4.621
85 H 1.817 -1.688 4.547
86 H -1.541 -0.068 2.341
87 H -0.628 -2.695 5.163
88 H -1.930 -1.615 5.663
89 H -0.310 -1.432 6.364
90 H -2.136 0.617 4.379
91 H -0.566 1.271 3.852
92 H -0.855 0.918 5.562

## Properties
Multiplicity: 3
E_LUMO (spin up / spin down): 0.0 / -0.5 eV